1.
This record from the OMol25 dataset describes a single C22H27N3O6S molecule. The level of theory is ωB97M-V/def2-TZVPD.

```
59
Properties=species:S:1:pos:R:3:forces:R:3
C 0.176106 3.322369 1.864562 -0.1 0.2 0.0
C 1.232855 2.586684 2.152683 0.2 -0.3 0.0
C 1.199643 1.109488 2.443399 0.0 -0.1 0.2
N 2.329865 0.344100 1.944109 0.1 0.1 0.1
C 3.582932 0.626219 2.628623 0.0 0.0 0.0
C 4.549666 -0.500635 2.423520 -0.1 0.2 0.1
C 5.830471 -0.346029 2.147822 0.1 0.0 0.0
C 2.484377 0.382339 0.501746 -0.2 -0.4 -0.3
C 1.434667 -0.481107 -0.218075 -0.1 0.4 0.2
O 2.100673 -1.203557 -1.222863 0.2 -0.3 -0.3
C 0.292108 0.368083 -0.822463 0.7 -0.1 0.1
N -0.966310 -0.343286 -0.898631 -0.3 -0.6 -0.9
C -1.759485 -0.466824 0.247912 -0.6 -0.6 0.5
C -2.388939 0.630913 0.795290 -0.1 0.0 0.1
C -3.219006 0.470856 1.902331 0.6 -1.1 -0.5
N -3.834655 1.625025 2.485570 -0.3 0.4 0.3
O -4.636084 1.452032 3.380371 -0.2 0.0 0.2
O -3.509874 2.713851 2.053651 0.0 0.3 -0.1
C -3.461486 -0.789393 2.433990 -0.1 0.4 0.0
C -2.839856 -1.893474 1.886879 0.2 -0.2 -0.2
C -1.960142 -1.747323 0.814738 0.0 0.4 0.3
O -1.227422 -2.727805 0.270676 0.0 0.3 0.3
C -1.543204 -4.076263 0.545504 0.0 -0.3 0.1
S -1.204784 -1.451464 -2.139107 -0.2 0.8 -0.3
O -2.536177 -1.956254 -1.997262 -0.1 0.1 0.0
O -0.122102 -2.390788 -2.275113 0.1 0.2 -0.2
C -1.146056 -0.329989 -3.530323 0.1 -0.4 0.3
C -0.043394 -0.303527 -4.362377 0.1 -0.1 0.0
C -0.018757 0.593695 -5.418717 0.0 0.0 0.0
C -1.091261 1.446573 -5.626292 0.1 0.0 0.0
C -2.193270 1.408499 -4.784849 0.0 -0.1 0.1
C -2.221357 0.515290 -3.727136 -0.2 0.1 0.0
H 0.251489 4.382648 1.691325 0.1 0.2 0.0
H -0.817907 2.908934 1.819211 -0.2 -0.2 0.0
H 2.210861 3.045930 2.215276 0.1 0.2 0.0
H 1.175512 0.970036 3.531263 -0.1 0.0 -0.1
H 0.282015 0.668894 2.042313 -0.1 0.0 0.1
H 3.363519 0.702185 3.699439 0.0 0.1 0.0
H 4.046955 1.573973 2.309030 0.0 0.0 0.1
H 4.115286 -1.485002 2.524341 0.0 -0.2 0.0
H 6.494302 -1.184715 2.027406 0.1 -0.2 0.0
H 6.273602 0.631003 2.038296 0.0 0.2 0.0
H 3.455141 -0.056051 0.262322 -0.1 0.1 0.0
H 2.466106 1.409398 0.101437 0.1 0.0 0.0
H 1.001224 -1.173460 0.520229 0.0 0.1 0.0
H 1.458394 -1.808723 -1.637486 0.2 0.2 0.2
H 0.136336 1.275034 -0.234769 -0.1 0.0 -0.1
H 0.573014 0.656831 -1.839166 0.1 0.2 0.1
H -2.255102 1.611180 0.364523 0.0 0.0 -0.1
H -4.127016 -0.885294 3.277851 0.0 0.0 0.0
H -3.020411 -2.867160 2.312507 0.0 -0.1 0.0
H -1.317624 -4.332170 1.585444 0.0 0.0 -0.1
H -2.592995 -4.283094 0.325105 0.0 0.0 0.0
H -0.909931 -4.657092 -0.122221 -0.1 0.0 0.1
H 0.772559 -0.984119 -4.176146 0.1 0.0 0.0
H 0.835688 0.625762 -6.077192 0.1 0.0 0.0
H -1.070341 2.143678 -6.450547 0.0 0.1 -0.1
H -3.026987 2.072749 -4.953301 -0.1 0.0 0.0
H -3.063432 0.450342 -3.056659 -0.2 0.1 0.0
```
Positions in Å, forces in eV/Å.

For the orbital gap, the calculation gives 8.16 eV. The calculation puts the energy above the lowest of the compared OMol25 structures with the same formula, charge and spin at 6.600 eV. Its HOMO energy is -8.6 eV. The total charge is 0.


2.
This record from the OMol25 dataset describes a single C22H27N5O4S2 molecule. The level of theory is ωB97M-V/def2-TZVPD.

```
60
Properties=species:S:1:pos:R:3:forces:R:3
C 2.028727 1.576251 -3.211637 -0.3 -0.3 0.0
C 0.779545 0.802744 -3.613889 0.0 0.6 -0.2
O 0.600313 -0.346262 -2.792333 0.1 -0.4 -0.1
C -0.008821 -0.158877 -1.625054 -0.1 0.3 0.3
O -0.383678 0.925580 -1.229958 0.1 0.0 -0.2
C -0.140093 -1.395129 -0.838263 -0.4 -0.1 0.5
C -1.224640 -1.596797 -0.025431 0.5 -0.4 -0.1
N -2.408178 -0.873062 -0.008170 -0.1 -0.2 0.3
C -3.003254 -0.438567 -1.153162 -0.4 -0.2 0.1
O -2.649588 -0.749599 -2.267267 0.0 0.1 -0.3
C -4.181254 0.486755 -0.899710 0.3 0.3 0.1
S -3.578421 2.206163 -0.987715 -0.3 0.1 -0.3
C -2.536498 2.178865 0.400601 0.0 0.1 0.2
N -2.652799 1.387582 1.437381 -0.8 0.3 -0.5
N -1.615563 1.638610 2.250714 0.8 0.1 0.8
C -0.892056 2.580061 1.715097 0.0 0.1 0.1
C 0.388648 3.101800 2.273689 0.0 0.0 -0.1
N 1.554916 2.720892 1.514044 0.0 0.6 -0.2
C 2.008560 1.411422 1.439368 0.3 -0.3 -0.1
C 1.460806 0.365392 2.183300 0.0 0.2 0.0
C 2.046970 -0.882774 2.166666 0.3 -0.2 -0.1
C 3.194325 -1.129476 1.417457 -0.1 0.0 0.1
O 3.722173 -2.394667 1.508045 -0.3 0.1 0.1
C 4.981213 -2.627669 0.929750 0.2 0.0 -0.1
C 3.717131 -0.106297 0.637874 0.1 -0.3 0.0
C 3.122699 1.142042 0.646825 -0.2 0.1 0.1
N -1.446603 2.979928 0.531157 -0.4 -0.5 0.5
C -0.958529 3.917946 -0.435855 0.2 0.1 -0.4
S -1.056149 -3.037305 0.915122 0.4 0.3 -0.5
C 0.498857 -3.362794 0.206995 -0.4 0.2 0.0
C 1.280876 -4.545793 0.662598 0.1 0.0 0.0
C 0.841283 -2.426154 -0.719203 -0.1 -0.1 0.1
C 2.098028 -2.459438 -1.522726 0.0 -0.1 0.0
H 2.142839 2.450092 -3.847228 0.0 0.1 -0.1
H 1.946360 1.895534 -2.174974 0.0 0.1 0.1
H 2.909399 0.946154 -3.310993 0.1 0.0 0.0
H -0.109286 1.437722 -3.532606 0.1 -0.1 -0.1
H 0.864188 0.418545 -4.632116 0.0 0.0 0.1
H -2.706842 -0.459098 0.876586 0.0 0.0 -0.4
H -4.905719 0.396890 -1.707493 0.1 0.0 0.1
H -4.646151 0.339089 0.072686 -0.1 -0.1 -0.1
H 0.359764 4.195813 2.319397 0.0 -0.1 0.1
H 0.488914 2.716067 3.291172 -0.1 0.1 0.0
H 1.723377 3.263256 0.680150 0.0 0.0 0.1
H 0.569949 0.518812 2.769904 -0.1 0.0 0.1
H 1.626992 -1.689618 2.746083 -0.1 -0.1 0.1
H 4.951049 -2.548002 -0.162384 0.0 0.0 0.0
H 5.736118 -1.937269 1.320251 0.0 0.0 0.0
H 5.251340 -3.646694 1.205003 0.0 0.1 -0.1
H 4.592178 -0.259810 0.024881 0.1 -0.1 0.0
H 3.548272 1.932872 0.043695 0.1 0.1 0.0
H -0.380792 3.383611 -1.192964 0.0 0.1 0.0
H -1.803407 4.408945 -0.918531 0.1 0.1 0.0
H -0.336061 4.664434 0.055958 -0.1 0.0 0.0
H 1.517534 -5.200106 -0.175854 0.0 -0.1 0.0
H 0.710066 -5.111599 1.393713 0.0 -0.2 0.1
H 2.212979 -4.218577 1.123433 0.0 -0.1 0.0
H 2.619629 -1.507758 -1.440524 0.1 0.0 0.0
H 1.860586 -2.623310 -2.572715 0.1 0.0 -0.1
H 2.748162 -3.256835 -1.175921 0.1 -0.1 0.0
```
Positions in Å, forces in eV/Å.

For the orbital gap, the calculation gives 7.94 eV. The calculation puts the energy above the lowest of the compared OMol25 structures with the same formula, charge and spin at 0.793 eV. Its HOMO energy is -7.4 eV. The total charge is 0.


Number 1: E_LUMO -0.0164 hartree, molecular weight 461.54 g mol⁻¹. Number 2: E_LUMO 0.0184 hartree, molecular weight 489.62 g mol⁻¹.